Below is 2 unconnected molecules or ions with the total composition C3H3NO2 in a non-equilibrium geometry, with properties calculated with ωB97M-V with the def2-TZVPD basis set.

Last column: natural (NBO) charge in e.
Cartesian coordinates (Å):
C: -2.94872 -0.58319 0.58196  -0.05
C: 0.34454 -1.63055 0.25454  0.70
C: 0.19132 -1.53063 -1.02246  -0.77
N: -2.84847 0.28516 -0.20472  0.21
O: 0.54943 -1.78626 1.43948  -0.48
O: -2.46489 0.80744 -1.18767  -0.37
H: -3.02591 -0.77931 1.56848  0.22
H: 0.29388 -0.56278 -1.68258  0.29
H: -0.17757 -2.41787 -1.51396  0.27

- Energy above the lowest of the compared OMol25 structures with the same formula, charge and spin: 517.3 kJ/mol
- Total energy: -8739.769 eV
- LUMO level: 0.5 eV
- Structure (SMILES): C#[N+][O-].C=C=O
- HOMO-LUMO gap: 0.372 Ha
- HOMO: -9.60 eV
- Maximum force: 5.1 eV/Å

Below is a molecular structure, C5H9NO in a non-equilibrium geometry, with properties calculated with ωB97M-V with the def2-TZVPD basis set.

Last column: natural (NBO) charge in e.
Cartesian coordinates (Å):
C: 0.15083 1.99412 -0.50053  -0.40
C: -0.03664 -0.66601 0.49598  -0.28
C: 1.44344 -0.69520 0.52933  -0.63
C: -1.09456 -1.69227 0.71251  -0.05
O: -1.89771 -1.04923 -0.36954  -0.50
C: -0.84928 -0.15612 -0.42825  0.50
N: -0.74485 0.98552 -1.14517  -0.65
H: -0.43231 2.66399 0.13784  0.19
H: 0.91370 1.59146 0.19309  0.22
H: 0.73946 2.55468 -1.22658  0.20
H: 1.85904 -0.20487 -0.36388  0.21
H: 1.89679 -0.23739 1.41553  0.20
H: 1.72938 -1.74939 0.47655  0.22
H: -1.68987 -1.62832 1.62793  0.18
H: -0.78031 -2.71606 0.49772  0.17
H: -1.20712 1.00508 -2.05253  0.41

- Energy above the lowest of the compared OMol25 structures with the same formula, charge and spin: 315.1 kJ/mol
- Total energy: -8865.946 eV
- LUMO level: 1.0 eV
- HOMO-LUMO gap: 0.308 Ha
- HOMO: -7.37 eV
- Maximum force: 1.1 eV/Å

Below is C20H18N2O4S in the gas phase, with properties calculated with ωB97M-V with the def2-TZVPD basis set.

Last column: natural (NBO) charge in e.
Cartesian coordinates (Å):
C: -3.33663 1.24410 2.10135  -0.36
C: -2.03103 1.18374 2.27811  -0.20
C: -1.16304 0.13156 1.65018  -0.27
N: -0.39746 0.70844 0.55549  -0.41
C: -0.87606 0.60587 -0.70707  0.39
N: -1.93496 -0.03389 -0.98952  -0.61
C: -2.41583 -0.78361 -1.97882  0.65
O: -3.56565 -0.79655 -2.34916  -0.59
C: -1.43325 -1.85658 -2.53517  -0.02
C: -1.69930 -3.17859 -1.80398  -0.09
H: -1.12021 -3.97737 -2.28962  0.18
O: -1.33875 -3.08922 -0.44464  -0.48
C: -0.10601 -2.52572 -0.24421  0.20
C: 0.51385 -2.68911 0.98746  -0.24
C: 1.75558 -2.12951 1.22360  -0.23
C: 2.40022 -1.42212 0.22185  -0.23
C: 1.78946 -1.24699 -1.00472  -0.27
C: 0.52469 -1.77420 -1.23952  0.29
O: -0.07097 -1.50836 -2.44399  -0.50
H: 2.26427 -0.68776 -1.79536  0.23
H: 3.37633 -0.99547 0.39497  0.22
H: 2.22408 -2.25701 2.18732  0.21
H: -0.00181 -3.25764 1.74496  0.23
H: -2.76225 -3.42129 -1.83210  0.22
H: -1.65358 -1.96694 -3.60161  0.22
S: 0.07891 1.58349 -1.83219  0.38
C: 1.14340 2.05489 -0.52724  -0.20
C: 2.26530 2.85767 -0.63744  -0.23
C: 3.00281 3.08833 0.50458  -0.20
C: 2.63180 2.52530 1.71852  -0.29
C: 1.50753 1.71826 1.83591  0.28
C: 0.73742 1.48740 0.68363  0.16
O: 1.10872 1.12941 2.99990  -0.51
C: 1.88897 1.31744 4.15645  -0.25
H: 1.38935 0.74654 4.93769  0.20
H: 2.90497 0.93449 4.02151  0.18
H: 1.92974 2.37087 4.44981  0.18
H: 3.24256 2.72274 2.58386  0.22
H: 3.88462 3.70766 0.46028  0.22
H: 2.54341 3.27749 -1.58938  0.22
H: -0.46531 -0.28557 2.37536  0.24
H: -1.78010 -0.66263 1.22701  0.24
H: -1.50756 1.92406 2.86775  0.20
H: -3.93721 2.01884 2.54702  0.20
H: -3.85715 0.51740 1.50017  0.20

- Energy above the lowest of the compared OMol25 structures with the same formula, charge and spin: 256.3 kJ/mol
- Total energy: -43036.576 eV
- LUMO level: 0.5 eV
- Structure (SMILES): C=CCn1/c(=N/C(=O)[C@@H]2COc3ccccc3O2)sc2cccc(OC)c21
- HOMO-LUMO gap: 0.318 Ha
- HOMO: -8.13 eV
- Maximum force: 0.9 eV/Å

Below is C3H8O3 in the gas phase, with properties calculated with ωB97M-V with the def2-TZVPD basis set.

Last column: natural (NBO) charge in e.
Cartesian coordinates (Å):
O: 1.46346 1.04530 0.71676  -0.73
C: 1.27592 0.26141 -0.44182  -0.09
C: -0.24543 0.16658 -0.73263  0.04
O: -1.00299 1.25625 -0.21636  -0.74
C: -0.84909 -1.04584 -0.04322  -0.08
O: -0.66855 -0.94363 1.36618  -0.73
H: 0.98718 0.54067 1.39726  0.48
H: 1.83684 0.71828 -1.26754  0.18
H: 1.71386 -0.74147 -0.29856  0.17
H: -0.40398 0.12419 -1.81751  0.17
H: -0.39750 1.94040 0.10289  0.49
H: -1.91818 -1.09216 -0.29218  0.17
H: -0.35676 -1.96738 -0.36634  0.18
H: -1.24304 -0.21483 1.64570  0.48

- Energy above the lowest of the compared OMol25 structures with the same formula, charge and spin: 117.1 kJ/mol
- Total energy: -9382.589 eV
- LUMO level: 0.8 eV
- Structure (SMILES): OCC(O)CO
- HOMO-LUMO gap: 0.408 Ha
- HOMO: -10.30 eV
- Maximum force: 0.5 eV/Å

Below is C6H10O in the gas phase, with properties calculated with ωB97M-V with the def2-TZVPD basis set.

Last column: natural (NBO) charge in e.
Cartesian coordinates (Å):
C: -1.98360 -0.43592 0.39893  -0.62
C: -0.88851 -0.03696 -0.58145  0.10
O: -0.56365 1.31851 -0.26983  -0.54
C: 0.83448 1.54352 -0.29087  -0.06
C: 1.50209 0.18498 -0.24264  -0.25
C: 1.10768 -0.77449 0.84240  -0.42
C: 0.41365 -0.82127 -0.48585  -0.25
H: -2.89348 0.13708 0.19676  0.22
H: -1.65494 -0.19180 1.41421  0.21
H: -2.22079 -1.50296 0.35353  0.21
H: -1.26461 -0.10635 -1.61500  0.17
H: 1.13365 2.07022 -1.21011  0.17
H: 1.07106 2.18713 0.56588  0.18
H: 2.48528 0.08259 -0.69283  0.22
H: 0.54759 -0.41830 1.70369  0.22
H: 1.81300 -1.56995 1.06638  0.22
H: 0.56112 -1.66605 -1.15318  0.23

- Energy above the lowest of the compared OMol25 structures with the same formula, charge and spin: 62.2 kJ/mol
- Total energy: -8430.596 eV
- LUMO level: 1.1 eV
- Structure (SMILES): C[C@H]1OC[C@H]2C[C@H]21
- HOMO-LUMO gap: 0.391 Ha
- HOMO: -9.50 eV
- Maximum force: 0.3 eV/Å

Below is C3H4N2OS in the gas phase in a non-equilibrium geometry, with properties calculated with ωB97M-V with the def2-TZVPD basis set.

Last column: natural (NBO) charge in e.
Cartesian coordinates (Å):
C: -0.60430 0.85895 1.54138  -0.12
C: 0.00147 -1.23451 0.02444  0.52
C: 0.65699 0.28836 -1.60530  -0.16
H: -0.16767 -0.03185 2.11664  0.18
H: -1.17155 1.56595 2.20786  0.20
H: -0.80144 -1.42587 0.72532  0.13
H: 1.08394 -0.68138 -2.02638  0.24
N: -0.64960 1.07353 0.21807  -0.18
N: 0.00015 0.09755 -0.42449  -0.34
O: 0.65550 -2.12586 -0.43015  -0.52
S: 0.99650 1.61514 -2.34740  0.05

- Energy above the lowest of the compared OMol25 structures with the same formula, charge and spin: 284.6 kJ/mol
- Total energy: -19036.099 eV
- LUMO level: -0.3 eV
- Structure (SMILES): C=NN(C=O)C=S
- HOMO-LUMO gap: 0.312 Ha
- HOMO: -8.76 eV
- Maximum force: 5.2 eV/Å

Below is a molecular structure, C13H20F8IN2O7PS2 in a non-equilibrium geometry, with properties calculated with ωB97M-V with the def2-TZVPD basis set.

Last column: natural (NBO) charge in e.
Cartesian coordinates (Å):
C: -5.88391 0.25264 -0.81359  -0.45
N: -4.80900 -0.07580 0.17239  -0.66
C: -3.53706 0.67458 -0.14475  -0.25
C: -2.67909 -0.09830 -1.28209  -0.40
C: -2.22095 0.85802 -2.47991  0.35
F: -3.41867 1.03841 -3.27943  -0.36
P: -1.78446 2.65833 -1.95662  1.37
O: -0.59845 3.25546 -2.71391  -1.02
O: -1.28092 0.28955 -3.40268  -0.62
S: 0.14050 -0.24560 -2.70847  2.19
O: 1.14192 0.82695 -2.92640  -0.82
O: 0.60630 -1.43997 -3.50960  -0.84
C: -0.06415 -0.78975 -0.90843  -0.58
C: 0.73921 0.11063 0.10105  0.65
F: 0.46910 1.50590 0.01457  -0.31
F: 2.08609 0.04192 -0.41596  -0.32
C: 0.99635 -0.39098 1.59477  0.57
F: 2.32936 -0.01014 1.95471  -0.30
F: 1.08031 -1.80310 1.69709  -0.29
C: 0.14034 0.29555 2.75501  0.93
F: -0.98681 0.99820 2.37011  -0.31
F: 0.91770 1.19664 3.51563  -0.30
F: -0.21405 -0.71552 3.68304  -0.31
C: -1.58821 -1.13062 -0.72536  -0.32
I: -2.16796 -1.91193 1.27265  0.27
S: -1.90304 -2.74335 -1.71055  2.00
C: -3.54571 -3.43449 -1.09125  -0.87
O: -2.14158 -2.51370 -3.16379  -0.89
O: -0.91423 -3.81938 -1.38347  -0.91
H: -6.51726 1.08746 -0.37494  0.20
H: -5.51661 0.44136 -1.86893  0.22
H: -6.57213 -0.66805 -0.86594  0.21
H: -5.13768 0.22882 1.09660  0.37
H: -2.93443 0.93990 0.77462  0.23
H: -3.94513 1.68269 -0.53922  0.20
H: -3.50049 -0.75522 -1.75718  0.29
H: -1.67003 2.75219 -0.51337  -0.05
H: -2.92057 3.50565 -2.26910  -0.03
H: 0.51140 -1.79255 -0.90193  0.36
H: -3.40088 -4.23128 -0.29932  0.26
H: -3.99571 -3.97963 -1.99878  0.27
H: -4.28710 -2.61941 -0.82242  0.26
C: 5.43895 1.60367 2.87846  -0.72
C: 6.87159 1.22818 3.15076  0.67
O: 7.42907 1.50988 4.20218  -0.63
N: 7.54898 0.55315 2.17986  -0.62
C: 7.06124 0.13575 0.88226  -0.41
H: 5.03107 2.13416 3.73719  0.24
H: 5.38717 2.25857 2.00594  0.23
H: 4.84545 0.70246 2.70993  0.23
H: 8.50226 0.33478 2.43065  0.40
H: 7.14959 -0.95062 0.81395  0.20
H: 7.68754 0.59510 0.11452  0.20
H: 6.02476 0.42288 0.71945  0.21

- Energy above the lowest of the compared OMol25 structures with the same formula, charge and spin: 308.8 kJ/mol
- Total energy: -91911.043 eV
- LUMO level: -1.6 eV
- HOMO-LUMO gap: 0.284 Ha
- HOMO: -9.33 eV
- Maximum force: 8.7 eV/Å

Below is 2 unconnected molecules or ions with the total composition CH2N2O3 in a non-equilibrium geometry, with properties calculated with ωB97M-V with the def2-TZVPD basis set.

Last column: natural (NBO) charge in e.
Cartesian coordinates (Å):
C: -1.59670 0.21730 0.10786  0.87
N: -2.49235 -0.54296 -0.08458  -0.74
N: 2.25077 0.81998 -0.26827  -0.13
O: -0.55141 0.64815 0.38788  -0.55
O: 1.63539 -1.13453 0.59066  -0.35
O: 2.47520 -0.28017 0.13378  0.15
H: -3.00140 -0.75606 -0.91389  0.42
H: 1.28050 1.02829 0.04656  0.32

- Energy above the lowest of the compared OMol25 structures with the same formula, charge and spin: 454.0 kJ/mol
- Total energy: -10185.390 eV
- LUMO level (alpha / beta): -0.7 / -0.7 eV
- HOMO-LUMO gap (alpha / beta): 0.359 / 0.359 Ha
- HOMO (alpha / beta): -10.42 / -10.42 eV
- Maximum force: 5.0 eV/Å

Repeat the third record exactly.
Below is C20H18N2O4S in the gas phase, with properties calculated with ωB97M-V with the def2-TZVPD basis set.

Last column: natural (NBO) charge in e.
Cartesian coordinates (Å):
C: -3.33663 1.24410 2.10135  -0.36
C: -2.03103 1.18374 2.27811  -0.20
C: -1.16304 0.13156 1.65018  -0.27
N: -0.39746 0.70844 0.55549  -0.41
C: -0.87606 0.60587 -0.70707  0.39
N: -1.93496 -0.03389 -0.98952  -0.61
C: -2.41583 -0.78361 -1.97882  0.65
O: -3.56565 -0.79655 -2.34916  -0.59
C: -1.43325 -1.85658 -2.53517  -0.02
C: -1.69930 -3.17859 -1.80398  -0.09
H: -1.12021 -3.97737 -2.28962  0.18
O: -1.33875 -3.08922 -0.44464  -0.48
C: -0.10601 -2.52572 -0.24421  0.20
C: 0.51385 -2.68911 0.98746  -0.24
C: 1.75558 -2.12951 1.22360  -0.23
C: 2.40022 -1.42212 0.22185  -0.23
C: 1.78946 -1.24699 -1.00472  -0.27
C: 0.52469 -1.77420 -1.23952  0.29
O: -0.07097 -1.50836 -2.44399  -0.50
H: 2.26427 -0.68776 -1.79536  0.23
H: 3.37633 -0.99547 0.39497  0.22
H: 2.22408 -2.25701 2.18732  0.21
H: -0.00181 -3.25764 1.74496  0.23
H: -2.76225 -3.42129 -1.83210  0.22
H: -1.65358 -1.96694 -3.60161  0.22
S: 0.07891 1.58349 -1.83219  0.38
C: 1.14340 2.05489 -0.52724  -0.20
C: 2.26530 2.85767 -0.63744  -0.23
C: 3.00281 3.08833 0.50458  -0.20
C: 2.63180 2.52530 1.71852  -0.29
C: 1.50753 1.71826 1.83591  0.28
C: 0.73742 1.48740 0.68363  0.16
O: 1.10872 1.12941 2.99990  -0.51
C: 1.88897 1.31744 4.15645  -0.25
H: 1.38935 0.74654 4.93769  0.20
H: 2.90497 0.93449 4.02151  0.18
H: 1.92974 2.37087 4.44981  0.18
H: 3.24256 2.72274 2.58386  0.22
H: 3.88462 3.70766 0.46028  0.22
H: 2.54341 3.27749 -1.58938  0.22
H: -0.46531 -0.28557 2.37536  0.24
H: -1.78010 -0.66263 1.22701  0.24
H: -1.50756 1.92406 2.86775  0.20
H: -3.93721 2.01884 2.54702  0.20
H: -3.85715 0.51740 1.50017  0.20

- Energy above the lowest of the compared OMol25 structures with the same formula, charge and spin: 256.3 kJ/mol
- Total energy: -43036.576 eV
- LUMO level: 0.5 eV
- Structure (SMILES): C=CCn1/c(=N/C(=O)[C@@H]2COc3ccccc3O2)sc2cccc(OC)c21
- HOMO-LUMO gap: 0.318 Ha
- HOMO: -8.13 eV
- Maximum force: 0.9 eV/Å

Repeat the fourth record exactly.
Below is C3H8O3 in the gas phase, with properties calculated with ωB97M-V with the def2-TZVPD basis set.

Last column: natural (NBO) charge in e.
Cartesian coordinates (Å):
O: 1.46346 1.04530 0.71676  -0.73
C: 1.27592 0.26141 -0.44182  -0.09
C: -0.24543 0.16658 -0.73263  0.04
O: -1.00299 1.25625 -0.21636  -0.74
C: -0.84909 -1.04584 -0.04322  -0.08
O: -0.66855 -0.94363 1.36618  -0.73
H: 0.98718 0.54067 1.39726  0.48
H: 1.83684 0.71828 -1.26754  0.18
H: 1.71386 -0.74147 -0.29856  0.17
H: -0.40398 0.12419 -1.81751  0.17
H: -0.39750 1.94040 0.10289  0.49
H: -1.91818 -1.09216 -0.29218  0.17
H: -0.35676 -1.96738 -0.36634  0.18
H: -1.24304 -0.21483 1.64570  0.48

- Energy above the lowest of the compared OMol25 structures with the same formula, charge and spin: 117.1 kJ/mol
- Total energy: -9382.589 eV
- LUMO level: 0.8 eV
- Structure (SMILES): OCC(O)CO
- HOMO-LUMO gap: 0.408 Ha
- HOMO: -10.30 eV
- Maximum force: 0.5 eV/Å

Q: Which of these has the highest maximum force?
A: C13H20F8IN2O7PS2

Q: total energy of number 4 (C3H8O3)?
A: -9382.589 eV